ORCA calculation (ωB97M-V/def2-TZVPD) on C54H92N8O4PS2Ti as an isolated structure.

Properties
Multiplicity: 2
E_tot (Ha): -4839.10852
LUMO energy (spin up / spin down) (eV): 3.860 / 3.860
Gap between HOMO and LUMO (spin up / spin down) (eV): 3.8 / 4.3
HOMO (spin up / spin down) (eV): 0.03 / -0.41
Charge: -2

Atoms and positions in Å:
Ti  -0.8535  -0.5120  -0.3326
S  -1.4586  0.7614  -2.5125
S  -4.8310  1.5694  -1.9152
P  -3.0077  2.1517  -2.8142
O  0.8225  -0.2068  -0.9633
O  -2.0720  3.6343  -3.3572
O  -3.2614  1.7108  -4.4106
O  -1.2712  0.7744  0.9284
N  -3.5855  -1.2097  0.9914
N  1.8820  -3.3964  1.1764
N  1.5875  0.2772  1.8953
N  -0.6770  -3.0825  -3.6759
N  -1.7417  -2.1991  -1.7612
N  0.0198  -2.2654  0.2004
N  -2.5812  -1.8464  -3.9386
N  -1.0739  -1.5873  2.5197
C  5.9691  -1.2128  1.2866
C  4.5636  -0.9801  0.7164
C  -1.1449  -5.8543  0.1541
C  2.5151  -3.9930  2.3168
C  -1.5405  -3.4372  -1.1080
C  -0.8247  1.6028  4.4524
C  -1.0383  2.9376  2.0192
C  -1.0964  1.5224  2.0428
C  -0.7239  2.9832  4.4586
C  2.1847  0.3378  3.2273
C  -0.4873  3.7368  5.7660
C  -1.3039  -0.5886  3.5408
C  -3.9071  -1.4944  -3.4588
C  -0.3688  5.2461  5.5518
C  4.4605  0.6919  -3.1670
C  -4.1664  2.4772  -5.1900
C  1.9795  1.5421  1.2800
C  -1.1301  4.3999  -5.4521
C  -1.1087  5.2972  1.0449
C  6.7515  -2.1733  0.3810
C  -4.0619  0.1291  1.3233
C  -0.4314  -4.7320  0.5596
C  3.4493  -1.2684  1.4390
C  -1.6555  3.4784  6.7274
C  5.9574  -1.8049  2.6967
C  -2.0684  -5.7897  -0.8764
C  -0.6090  -3.4710  -0.0524
C  2.0501  -0.9053  1.0324
C  -3.5345  -2.0698  2.1741
C  -2.2151  -1.2627  -5.2218
C  2.2912  -0.4057  -3.5271
C  -1.2964  3.7972  0.7793
C  -0.9855  -4.0290  -4.7255
C  3.0841  0.4536  -2.5356
C  -2.1435  -2.5807  2.5540
C  -0.8561  3.6089  3.2308
C  1.0576  -2.1862  1.2511
C  6.7085  0.1311  1.3560
C  4.4650  -0.4474  -0.5944
C  -4.4431  -1.7659  -0.0441
C  -1.6677  -2.3336  -3.0874
C  3.1969  -0.2161  -1.1480
C  0.5480  -3.3748  -2.9668
C  -1.0158  0.8746  3.2887
C  2.4040  1.8243  -2.3942
C  0.2491  -2.2185  2.5972
C  -0.9511  3.5450  -4.2032
C  -2.7654  3.5768  0.3973
C  0.8146  3.2440  6.4126
C  -5.4936  1.7641  -5.3797
C  -2.2564  -4.5586  -1.4963
C  2.0578  -0.5003  -0.4205
C  -0.3762  3.4810  -0.4014
C  2.5755  -3.7146  -0.0446
H  -3.0458  4.2191  -0.4403
H  0.1131  -3.2718  2.8645
H  -0.0586  3.8929  -3.6607
H  2.3218  0.0527  -4.5221
H  -1.8898  -3.3807  1.8729
H  0.8040  -1.7677  3.4099
H  -0.2255  -3.9918  -5.5115
H  -0.9681  -6.7914  0.6712
H  -2.2107  -3.0358  3.5642
H  1.5082  1.6816  0.3174
H  -0.1196  5.5206  1.4543
H  -2.3674  -0.6153  3.7861
H  -0.7921  -0.8751  4.4755
H  7.7248  -0.0071  1.7437
H  6.7701  0.5970  0.3728
H  3.6247  -3.3882  -0.0318
H  -3.4157  3.7981  1.2503
H  4.3203  1.1336  -4.1578
H  2.7365  -1.4009  -3.5937
H  -2.6371  -6.6587  -1.1836
H  1.2475  -0.4997  -3.2353
H  3.6031  -3.8456  2.3126
H  0.9912  3.7599  7.3619
H  -1.8702  5.7105  1.7131
H  3.5493  -1.6800  2.4330
H  5.0184  -0.2400  -3.2833
H  2.4116  2.3476  -3.3570
H  -0.8044  4.6850  3.1988
H  -0.2665  2.4217  -0.5893
H  0.7228  -2.6139  -2.2098
H  -2.5959  3.8095  6.2825
H  -1.1985  5.8124  0.0863
H  0.4475  5.4892  4.8694
H  -3.9999  -1.5511  3.0211
H  -5.0699  0.0866  1.7744
H  -3.3907  0.6185  2.0244
H  -2.9816  -4.4490  -2.2982
H  -4.3042  3.4680  -4.7465
H  5.0627  1.3828  -2.5735
H  5.4661  -2.7792  2.7185
H  -0.2046  4.4249  -6.0372
H  0.2755  -4.8417  1.3624
H  -1.9267  4.0048  -6.0850
H  -5.9467  1.5541  -4.4123
H  1.3770  -3.3563  -3.6765
H  -1.5063  4.0171  7.6688
H  2.3383  -5.0845  2.3205
H  -0.7927  3.9239  -1.3057
H  -0.1690  5.7362  6.5088
H  3.2621  0.5661  3.1851
H  -1.0050  -5.0452  -4.3105
H  -4.2296  -2.2412  -2.7365
H  -2.9508  2.5525  0.0832
H  2.1348  -3.6004  3.2579
H  -2.8491  -1.6816  -6.0108
H  -0.7564  1.0453  5.3833
H  2.0946  -3.2282  -0.8848
H  -4.0698  -2.7407  -0.3587
H  7.7593  -2.3416  0.7785
H  -5.3459  0.8168  -5.9050
H  -2.3639  -0.1836  -5.1697
H  1.6911  1.1341  3.7870
H  1.6637  3.4321  5.7522
H  1.6627  2.3580  1.9343
H  -1.9532  -3.8092  -5.1666
H  6.9864  -1.9369  3.0464
H  2.5432  -4.8042  -0.2021
H  -1.7509  2.4155  6.9548
H  -3.9511  -0.5058  -3.0045
H  2.9419  2.4384  -1.6659
H  -1.2894  5.6673  5.1429
H  -1.3932  5.4237  -5.1749
H  0.7801  2.1717  6.6089
H  -0.7410  2.5099  -4.4928
H  6.2386  -3.1364  0.3183
H  -4.5849  -1.5119  -4.3158
H  -3.6889  2.6243  -6.1659
H  -1.1730  -1.4727  -5.4452
H  -5.4840  -1.8822  0.3121
H  0.6185  3.9062  -0.2293
H  3.0728  1.6018  1.1469
H  6.1746  0.8193  2.0154
H  -4.1105  0.7374  0.4196
H  0.5081  -4.3585  -2.4844
H  -4.4496  -1.0884  -0.8958
H  5.3593  -0.2180  -1.1501
H  -6.1666  2.3901  -5.9753
H  -4.1523  -2.9591  2.0036
H  5.4413  -1.1475  3.3996
H  6.8397  -1.7804  -0.6315
H  2.0822  -0.5793  3.8016
H  1.3658  1.7318  -2.0772

Atomic forces in eV per Å
0.546 -0.084 -1.711
0.111 -0.086 0.379
-0.195 0.145 -0.115
0.300 0.231 0.019
-0.869 0.360 1.023
-0.146 -0.113 0.122
-0.115 -0.173 -0.086
0.312 0.590 0.207
0.217 -0.049 -0.121
0.137 0.039 0.111
-0.089 0.043 0.084
-0.025 -0.061 0.008
0.043 0.007 0.229
0.009 -0.464 0.358
-0.010 0.279 0.068
0.058 0.011 0.056
-0.035 -0.008 -0.005
0.001 0.058 -0.060
-0.025 -0.016 -0.043
-0.122 -0.047 -0.001
-0.090 0.086 -0.074
0.004 0.003 -0.009
0.037 0.056 0.121
-0.024 -0.166 -0.275
0.008 -0.025 0.005
0.022 -0.007 -0.005
0.014 -0.012 -0.022
-0.091 -0.031 0.038
-0.002 -0.067 -0.025
-0.009 0.009 0.012
0.024 0.030 0.000
0.044 -0.020 0.017
0.002 0.073 0.028
-0.018 0.018 0.007
-0.091 0.059 -0.035
0.008 -0.015 0.003
-0.027 0.086 0.099
-0.022 0.058 0.030
0.035 -0.008 -0.039
-0.004 -0.005 0.011
0.008 0.000 0.005
0.038 0.014 0.021
0.161 0.002 0.112
-0.007 -0.019 -0.085
0.008 0.035 0.056
-0.035 -0.089 0.013
-0.029 -0.026 0.014
-0.122 -0.076 -0.043
0.046 0.075 -0.052
-0.016 -0.015 0.046
0.013 0.077 -0.021
0.103 0.041 0.023
0.036 -0.136 -0.039
0.016 -0.003 -0.004
0.047 -0.063 0.095
-0.091 -0.049 -0.013
0.032 -0.147 -0.052
-0.102 0.140 -0.140
0.036 0.043 -0.006
0.036 0.013 0.060
-0.007 0.038 -0.011
-0.032 0.101 -0.154
0.133 0.044 -0.064
0.015 0.006 -0.089
0.015 0.006 -0.001
-0.016 -0.012 -0.024
-0.014 -0.029 -0.007
-0.029 -0.327 -0.038
0.148 0.015 0.030
-0.002 -0.041 -0.010
-0.008 -0.008 -0.013
-0.045 -0.011 -0.031
-0.041 -0.018 0.048
-0.018 -0.002 0.012
0.084 -0.069 -0.065
0.054 0.025 0.057
-0.005 0.007 -0.010
-0.005 -0.004 -0.002
-0.061 -0.027 -0.021
-0.067 0.036 -0.064
0.001 0.015 -0.054
-0.044 -0.043 0.023
0.008 0.039 -0.007
-0.004 0.003 0.003
0.008 -0.001 0.004
-0.018 -0.018 -0.012
0.001 0.011 -0.016
0.004 0.002 0.003
0.018 -0.042 -0.022
0.002 -0.009 0.003
-0.027 -0.012 0.023
0.006 -0.021 -0.016
0.003 0.001 -0.001
0.022 -0.032 0.021
0.026 0.006 -0.035
-0.009 0.000 -0.021
0.003 -0.007 -0.001
-0.009 -0.050 0.030
-0.068 -0.119 -0.004
0.006 0.029 0.001
0.001 0.006 0.000
-0.023 0.018 0.006
0.009 -0.003 0.004
0.008 0.043 -0.024
-0.016 -0.012 -0.053
-0.035 -0.060 0.072
0.008 -0.008 -0.003
-0.062 -0.026 0.030
0.000 -0.011 0.011
0.012 -0.002 -0.001
-0.005 -0.005 -0.009
-0.020 -0.022 0.022
0.004 0.016 0.024
0.007 0.043 0.016
0.036 -0.016 -0.025
0.001 -0.004 0.004
0.000 -0.002 0.022
-0.015 0.032 -0.076
-0.006 0.002 -0.002
-0.013 -0.002 0.016
0.008 -0.003 0.003
-0.002 0.016 0.009
0.016 -0.002 0.012
0.030 0.024 0.009
0.024 -0.012 -0.022
0.012 0.009 0.001
-0.005 0.041 -0.024
0.028 -0.006 0.001
-0.004 -0.002 0.001
0.022 0.001 -0.015
-0.009 0.007 0.001
-0.037 0.010 -0.006
-0.001 -0.002 -0.001
-0.006 0.001 0.005
-0.011 -0.027 0.016
-0.002 0.005 0.002
-0.013 -0.003 -0.013
0.000 0.004 -0.002
0.008 0.037 -0.005
0.000 0.003 -0.010
-0.002 -0.004 -0.005
0.013 -0.004 0.003
-0.004 -0.001 0.001
-0.065 -0.026 0.001
0.002 0.002 0.001
0.001 0.000 -0.004
-0.004 0.053 0.011
0.024 0.025 0.020
0.024 0.011 0.005
0.017 -0.052 0.027
-0.013 0.004 -0.013
-0.004 0.001 -0.004
-0.053 -0.053 0.054
0.006 0.016 0.013
-0.037 0.001 0.050
-0.005 -0.010 0.004
-0.008 -0.031 -0.007
0.013 -0.019 0.025
-0.006 0.000 -0.002
-0.008 0.004 -0.001
-0.004 -0.082 0.000
0.034 -0.007 -0.032